# 1
Density functional theory data (ωB97M-V/def2-TZVPD) for a 2-piece molecular cluster, CH5OS overall at a distorted geometry.

Structure (XYZ):
```
8
Properties=species:S:1:pos:R:3:forces:R:3:mulliken_spin:R:1
S 1.043035 -0.635732 -2.541115 -0.02 0.50 -0.81 1.02
O -0.722965 -0.588756 0.264335 1.55 -2.70 -4.29 0.00
C -0.420411 0.217574 1.260477 0.88 4.11 4.42 0.00
H 0.910907 0.289584 -3.555041 0.08 -0.55 0.73 -0.02
H -0.516575 -0.326982 2.269521 0.08 0.97 -1.10 0.00
H 0.148468 -0.830530 -0.221108 -2.49 0.56 1.13 -0.01
H -1.071910 1.219996 1.307143 0.89 -2.23 -0.15 0.00
H 0.629451 0.654844 1.215788 -0.97 -0.65 0.07 0.00
```
Positions in Å, forces in eV/Å.

Values from the calculation:
Charge: 0
Maximum force in eV/Å: 6.09
HOMO energy (spin up / spin down) in eV: -10.022 / -9.928
2S+1: 2
Frontier orbital gap (spin up / spin down) in eV: 10.7 / 7.1
Calculated total energy in hartree: -514.42335
Expectation value of S²: 0.75



# 2
Density functional theory data (ωB97M-V/def2-TZVPD) for a 2-piece molecular cluster, CH5PS overall at a distorted geometry.

Structure (XYZ):
```
8
Properties=species:S:1:pos:R:3:forces:R:3:nbo_charge:R:1
S 2.541023 0.813575 0.152966 0.78 -0.74 -0.01 0.07
P -2.204404 0.450360 -0.325099 -3.26 -0.13 2.59 0.06
C 2.829384 -0.792323 0.174923 -1.29 1.62 1.10 -0.48
H -1.126878 0.109447 0.403812 1.32 -0.07 1.45 -0.02
H -1.482864 1.205051 -1.081985 1.92 1.89 -2.42 -0.03
H 3.540054 -1.235662 0.905525 -0.36 0.02 -1.04 0.21
H -1.998825 -0.713327 -0.937605 0.04 -1.69 -1.62 -0.02
H 1.996064 -1.310042 -0.301882 0.86 -0.91 -0.05 0.20
```
Positions in Å, forces in eV/Å.

Values from the calculation:
Charge: 0
SMILES: C=S.P
Maximum force in eV/Å: 4.17
HOMO energy in eV: -8.965
2S+1: 1
Frontier orbital gap in eV: 8.3
Calculated total energy in hartree: -780.53632



# 3
Density functional theory data (ωB97M-V/def2-TZVPD) for a 2-piece molecular cluster, CH5S3 overall at a distorted geometry.

Structure (XYZ):
```
9
Properties=species:S:1:pos:R:3:forces:R:3:nbo_charge:R:1
S 0.542222 1.453393 0.027105 1.37 2.05 -0.97 -0.04
S -0.382981 0.283916 -1.254264 -1.47 -1.70 -0.97 -0.77
S -2.207990 -3.867723 2.629301 -0.12 0.86 -0.83 -0.31
C 1.722900 2.237831 -1.239681 0.83 0.81 1.82 -0.75
H 1.535056 2.936956 -2.080669 -1.31 -0.81 0.30 0.19
H -2.457682 -2.925702 1.639980 0.30 -0.74 0.81 0.18
H 2.320436 2.904026 -0.594805 0.44 -0.33 0.04 0.17
H -3.403174 -4.431484 2.454610 -0.14 -0.09 0.00 0.13
H 2.331212 1.408789 -1.581577 0.12 -0.05 -0.19 0.20
```
Positions in Å, forces in eV/Å.

Values from the calculation:
Charge: -1
Maximum force in eV/Å: 2.65
HOMO energy in eV: -1.841
2S+1: 1
Frontier orbital gap in eV: 4.8
Calculated total energy in hartree: -1235.66956



# 4
Density functional theory data (ωB97M-V/def2-TZVPD) for a 31-piece molecular cluster, CH66B2FNO36S overall at a distorted geometry.

Structure (XYZ):
```
108
Properties=species:S:1:pos:R:3:forces:R:3:lowdin_charge:R:1
S -2.211617 3.671208 -0.553072 -0.44 0.17 0.67 0.65
F -1.244747 3.653447 -1.783022 -0.02 0.14 -0.14 -0.10
O -1.489898 -4.770758 -3.990558 -0.03 0.08 -0.05 -0.06
O -3.518722 2.522502 1.862690 0.31 -0.62 -0.35 0.18
O 6.857498 -7.156892 -2.438468 -0.01 0.05 -0.03 -0.05
O 6.464836 -7.146994 1.045982 0.04 0.01 0.08 -0.05
O 5.337104 -4.994042 -0.433703 -0.03 -0.01 -0.21 -0.08
O -3.924030 4.012738 -3.862114 0.01 0.08 0.05 -0.07
O 4.060271 4.576955 -2.870696 0.18 0.05 -0.03 -0.05
O 5.015891 1.802123 -1.745333 -0.17 0.00 0.05 -0.04
O -1.003938 0.537421 -1.770838 0.07 -0.33 0.98 0.20
O -9.330782 2.773034 -6.786243 0.04 0.03 -0.04 -0.05
O -4.885859 5.057524 5.772327 0.01 -0.19 -0.22 -0.07
O 0.124734 -3.904443 5.822933 -0.05 0.04 0.01 -0.06
O 1.176271 -2.939590 3.018768 -0.56 -0.21 -0.14 -0.07
O 9.196851 -8.092277 2.229302 -0.11 0.04 -0.06 -0.05
O -4.121200 5.420856 3.014650 -0.01 -0.16 -0.10 -0.04
O -6.017278 5.276099 0.498037 0.26 0.03 0.25 -0.04
O -3.475739 4.188061 -0.989592 0.57 -0.01 0.06 -0.24
O -0.276485 1.189461 4.011259 -0.10 -0.15 0.09 -0.04
O -1.594675 2.087957 7.476977 -0.01 -0.15 -0.07 -0.04
O 1.928596 -1.257665 0.987666 0.20 -0.09 0.05 -0.04
O -6.257819 4.134081 -5.753306 -0.22 0.10 0.14 -0.05
O -3.849791 -1.035279 -2.031765 0.17 0.32 0.15 -0.05
O -1.559240 -1.554887 2.716966 -0.15 -0.24 -0.16 -0.04
O 3.801015 -0.920318 -1.116228 0.19 0.06 -0.01 -0.05
O 2.087500 3.036775 -1.359109 -0.13 -0.02 -0.22 -0.04
O -0.285836 0.867683 0.473961 0.54 0.49 -0.43 0.06
O -2.627737 2.793129 4.800923 0.01 -0.19 -0.08 -0.05
O -1.451545 -1.772471 -3.220428 0.36 -0.03 -0.06 -0.05
O -1.515030 4.364572 0.487197 -0.20 -0.08 -0.61 -0.22
O 6.107826 -1.876653 4.100649 0.00 0.03 0.00 -0.05
O -6.576147 3.539784 -8.657247 -0.12 0.10 -0.07 -0.04
O 5.348635 -2.149236 -3.229126 0.08 0.13 0.07 -0.04
O -3.162961 0.292306 0.924385 0.08 0.79 0.34 0.20
O 1.585945 -4.341699 0.275810 0.03 0.27 -0.03 -0.05
O -3.019522 -3.564517 0.467855 0.14 0.00 -0.06 -0.05
O 5.568199 -2.357650 0.886420 0.03 0.00 0.27 -0.04
N -2.309219 2.094601 -0.321928 0.33 0.06 0.89 0.10
C 0.354463 1.966007 1.151877 0.18 0.03 0.59 -0.03
B -3.029255 1.659330 0.913203 -0.25 -0.25 -0.34 -0.73
B -1.133962 1.141672 -0.551766 -0.18 -0.46 -0.48 -0.71
H -3.808190 -0.743579 -1.113912 -0.14 -0.20 0.12 0.02
H 5.747189 -7.076021 1.682893 -0.03 -0.03 -0.02 0.05
H 5.512115 -2.089554 -0.037604 -0.06 -0.02 0.00 0.02
H -3.521358 6.066262 2.629636 0.07 -0.02 0.08 0.06
H 6.242883 -1.921147 -2.956025 0.03 -0.05 -0.03 0.06
H -1.435129 -4.800545 -3.028682 0.02 0.06 0.00 0.04
H -4.631362 5.076520 2.265956 -0.14 0.01 0.00 0.03
H 2.727947 -1.073423 0.469236 -0.16 -0.03 -0.36 0.02
H -8.868659 3.195965 -6.055168 -0.05 0.01 0.03 0.02
H -1.055432 1.709155 4.256097 0.09 0.13 0.02 0.00
H 4.944443 4.937148 -2.993399 -0.01 -0.01 -0.10 0.05
H -3.048246 -1.554162 -2.185279 -0.18 -0.17 -0.07 -0.01
H -5.928358 6.232538 0.435835 -0.09 0.01 -0.05 0.05
H -2.855605 2.915850 2.445231 -0.19 0.25 0.12 0.09
H 1.270219 -0.611512 0.699201 -0.18 0.06 -0.01 0.04
H 5.986767 -2.155916 3.186985 0.11 -0.05 -0.03 0.00
H 7.268706 -7.158814 1.579357 0.16 -0.11 0.03 0.02
H -3.187922 -0.020534 1.840360 -0.12 -0.42 -0.17 0.12
H 7.146786 -7.335450 -3.337749 -0.01 -0.01 0.00 0.03
H 1.652074 -2.424991 2.343475 0.03 0.28 0.16 0.00
H 2.460233 -4.600449 -0.039149 0.04 -0.14 0.04 0.03
H 5.930543 -5.758897 -0.417042 -0.07 -0.03 0.24 -0.01
H -0.315054 2.526195 1.806906 -0.13 -0.16 -0.20 0.08
H 10.060119 -7.805799 2.541070 -0.01 0.04 0.00 0.04
H 5.451747 -2.635222 -4.051973 -0.09 -0.06 0.02 0.05
H -2.926879 -4.400537 0.933731 -0.02 0.00 0.01 0.03
H -3.828024 4.026743 -2.901723 -0.12 0.01 -0.15 -0.03
H -5.798805 5.359291 5.731749 0.00 -0.05 0.16 0.04
H 5.524633 -4.546078 0.399538 -0.04 0.17 -0.08 0.01
H 0.027715 0.788846 4.831947 -0.01 0.06 0.02 0.05
H -2.433286 -4.709417 -4.172926 -0.01 -0.05 0.02 0.04
H -4.865974 3.883947 -4.025205 0.02 -0.08 -0.14 0.01
H 4.948141 -1.761347 1.319154 -0.07 0.01 -0.10 0.03
H -6.159107 2.933107 -9.276993 0.00 -0.08 0.08 0.06
H 1.624093 -3.374022 0.271863 -0.02 0.00 -0.07 0.00
H -0.280167 -4.751883 5.619925 0.01 -0.01 0.00 0.03
H -4.640756 5.016127 4.834282 0.03 0.38 -0.06 -0.02
H 0.547800 -3.625869 5.001551 0.11 0.08 -0.10 -0.01
H -1.321664 -2.302636 -4.014775 -0.09 -0.20 0.11 0.05
H -0.896994 2.733155 7.625516 -0.03 0.04 -0.03 0.05
H 1.141144 1.564453 1.788165 -0.14 -0.16 -0.08 0.10
H -2.644805 2.220383 5.579942 0.03 0.20 0.15 0.03
H -5.291043 4.932670 -0.036297 0.03 -0.10 -0.18 0.01
H -5.669214 4.749560 -6.200355 0.08 -0.04 0.05 0.04
H -0.718654 -2.021152 2.600519 0.14 0.18 0.14 0.01
H -0.568926 -1.487779 -2.956797 0.02 -0.01 -0.04 0.06
H -1.584658 1.513646 8.248532 -0.01 0.01 0.01 0.05
H 1.217462 3.436656 -1.476480 0.06 0.02 0.00 0.03
H -3.306802 3.454612 4.976355 0.01 0.02 0.04 0.03
H -1.710471 -0.109828 -1.929432 -0.33 0.50 -0.65 0.08
H 0.739542 -3.613583 2.478730 0.33 -0.24 0.12 0.04
H -6.734556 3.705713 -6.472862 0.27 -0.10 -0.10 -0.01
H 6.043969 -6.650050 -2.535315 -0.01 0.00 0.02 0.03
H 0.816614 2.624820 0.427282 -0.02 0.07 0.03 0.07
H 4.016524 -0.041573 -1.462855 0.12 0.07 0.13 0.03
H 2.373597 2.849481 -2.261504 0.02 0.03 0.00 0.04
H 5.910644 2.134495 -1.853549 0.02 -0.07 0.00 0.05
H 9.362952 -8.535950 1.391218 -0.01 -0.02 0.00 0.05
H 3.508747 5.349463 -2.710268 -0.07 -0.07 0.10 0.05
H 5.353888 -1.314712 4.300541 -0.03 -0.03 0.01 0.03
H -6.562311 4.393725 -9.101585 -0.03 0.00 0.00 0.05
H -1.495711 -1.221778 3.616405 0.05 0.11 0.06 0.04
H 4.474498 2.591646 -1.610108 0.00 0.04 0.00 0.01
H -8.811157 2.982767 -7.570022 0.05 0.00 0.01 0.01
H 4.152838 -1.529985 -1.781868 -0.18 -0.04 -0.13 0.02
H -2.423895 -2.964657 0.932438 -0.13 0.09 0.11 0.00
```
Positions in Å, forces in eV/Å.

Values from the calculation:
Charge: 0
Maximum force in eV/Å: 1.04
HOMO energy in eV: -10.450
2S+1: 1
Frontier orbital gap in eV: 10.3
Calculated total energy in hartree: -3389.10899



# 5
Density functional theory data (ωB97M-V/def2-TZVPD) for one molecule with the formula CH6BN at a distorted geometry.

Structure (XYZ):
```
9
Properties=species:S:1:pos:R:3:forces:R:3:nbo_charge:R:1
N -1.447818 0.256710 0.081605 1.66 -4.88 0.06 -1.02
C 1.130658 0.179670 0.071335 0.36 -0.50 -1.39 -0.98
B -0.269847 -0.512673 0.033815 0.05 0.71 0.72 0.61
H -1.364628 1.188504 0.050907 -0.54 3.97 -0.21 0.38
H 1.546030 -0.341921 -0.883002 -0.16 1.64 1.09 0.24
H -0.366347 -1.688194 -0.120763 -0.06 -0.18 0.05 -0.09
H -2.224927 -0.286969 -0.190386 -1.41 0.55 -0.14 0.40
H 1.144942 1.287237 0.140501 -0.13 -0.54 -0.89 0.22
H 1.851940 -0.082362 0.815986 0.22 -0.78 0.71 0.24
```
Positions in Å, forces in eV/Å.

Values from the calculation:
Charge: 0
SMILES: CBN
Maximum force in eV/Å: 5.15
HOMO energy in eV: -10.647
2S+1: 1
Frontier orbital gap in eV: 11.4
Calculated total energy in hartree: -121.32201



# 6
Density functional theory data (ωB97M-V/def2-TZVPD) for one molecule with the formula CH6BN at a distorted geometry.

Structure (XYZ):
```
9
Properties=species:S:1:pos:R:3:forces:R:3:nbo_charge:R:1
N 1.585721 0.015342 0.494738 -5.22 -2.17 -4.63 -1.08
C -1.336124 0.215454 -0.019394 1.66 -0.38 -0.75 -1.01
B 0.135028 -0.300000 -0.299070 4.14 1.14 1.92 0.70
H 0.440080 -0.989751 -1.277961 -0.38 0.49 0.76 -0.10
H -1.443318 1.097601 0.559849 0.08 0.66 0.85 0.24
H 1.970904 0.432113 1.276908 0.14 1.11 1.73 0.38
H -1.865497 -0.602849 0.420671 -0.70 -0.51 0.28 0.25
H -1.749553 0.443375 -0.992763 -0.36 -0.19 -0.31 0.24
H 2.262759 -0.311288 -0.162976 0.65 -0.15 0.16 0.37
```
Positions in Å, forces in eV/Å.

Values from the calculation:
Charge: 0
SMILES: CBN
Maximum force in eV/Å: 7.31
HOMO energy in eV: -9.647
2S+1: 1
Frontier orbital gap in eV: 10.4
Calculated total energy in hartree: -121.29015



- The lowest calculated total energy belongs to which entry?
  CH66B2FNO36S



- Which formula does entry 1 have?
  CH5OS



- Which of these has the highest maximum force?
  number 6